1.
ORCA calculation (the ωB97M-V functional and the def2-TZVPD basis) on C31H66Br3F8O20P4 as an isolated structure at a distorted geometry.

Values from the calculation:
Highest occupied orbital energy in eV: -4.49
HOMO-LUMO gap in eV: 6.53
Charge: -1

Structure (XYZ):
```
132
Properties=species:S:1:pos:R:3:forces:R:3
O 0.667192 2.398073 -1.629213 -0.39 1.26 0.60
C 0.828473 1.337520 -0.771383 0.53 -4.88 1.75
O 0.744720 1.600979 0.464807 -0.22 1.72 -0.35
O 1.012366 0.171992 -1.199519 -0.27 2.10 -1.11
H 0.487812 3.008788 -0.870286 0.07 0.26 -1.12
C 0.423594 2.820589 4.036810 -0.64 0.60 -0.19
C -0.103724 1.499991 3.517907 1.50 -0.10 0.07
O -0.632559 0.734951 4.634217 -0.83 -0.30 0.14
P -1.435973 -0.592728 4.231808 0.67 -0.55 0.14
O -0.863968 -1.313050 3.088687 -0.64 0.22 0.89
O -1.540162 -1.396529 5.638692 0.37 0.68 -1.00
C -0.362758 -1.966551 6.227661 -0.31 -0.33 1.05
C 0.656512 -0.938343 6.707414 -0.29 -0.40 -0.45
O -2.958984 -0.171451 4.056962 0.12 -0.49 -0.25
C -3.576239 0.841607 4.837459 0.68 1.54 -0.23
C -4.999169 0.994172 4.356401 -0.61 -0.09 -0.14
H 1.060885 2.670478 4.907457 -0.18 -0.08 0.14
H 1.047497 3.314558 3.289468 -0.06 -0.26 -0.23
H -0.382381 3.526002 4.263600 0.05 -0.05 0.32
H -0.833932 1.538008 2.712384 0.17 0.23 -0.09
H 0.801476 0.994174 3.176534 -0.50 -0.42 -0.48
H -0.775094 -2.529078 7.070358 0.08 0.17 0.12
H 0.110926 -2.735809 5.613863 -0.12 0.34 -0.52
H 0.192386 -0.083076 7.194489 -0.14 -0.07 0.02
H 1.312192 -1.441753 7.418747 0.23 0.12 -0.13
H 1.189555 -0.583395 5.827720 0.35 0.13 0.26
H -3.373031 0.699058 5.902361 -0.58 -0.41 0.00
H -3.051986 1.779105 4.602592 -0.04 -0.04 0.08
H -5.601795 1.791303 4.797900 0.43 -0.04 0.66
H -5.001419 1.303219 3.308910 0.23 -0.49 -0.14
H -5.557808 0.064565 4.472908 0.01 -0.01 -0.14
C -3.888069 -4.086392 2.102425 0.33 -0.25 -0.25
C -4.109923 -2.656318 1.614986 1.42 0.21 1.13
O -4.122690 -2.388901 0.217647 -0.71 -0.33 -0.17
P -2.767498 -2.308046 -0.621351 1.19 1.22 -1.00
O -1.531716 -2.106652 0.127738 -0.77 -0.83 0.15
O -2.873037 -3.599235 -1.591956 0.32 1.40 0.62
C -4.110436 -3.827969 -2.270526 0.90 -1.72 -0.21
C -3.877168 -4.909393 -3.335734 -0.90 0.49 -0.46
O -2.993521 -1.070196 -1.654826 -0.60 -1.64 0.85
C -2.760518 0.290221 -1.240113 0.13 0.18 -0.44
C -4.088913 1.024633 -1.286702 0.13 -0.43 0.76
H -4.617667 -4.839247 1.799507 -0.36 0.25 0.16
H -2.918207 -4.515670 1.836472 0.11 0.45 -0.42
H -3.802491 -4.003578 3.188834 -0.46 -0.15 0.06
H -4.975742 -2.210084 2.101265 -0.41 -0.12 -0.52
H -3.263355 -2.108008 2.033842 0.08 0.14 -0.04
H -4.775009 -4.271484 -1.525312 -0.44 0.55 -0.14
H -4.475666 -2.922350 -2.753864 -0.18 0.05 0.29
H -3.448904 -5.857694 -3.018018 0.13 0.23 0.49
H -4.890989 -5.119939 -3.699160 0.10 -0.19 -0.19
H -3.307945 -4.554404 -4.194636 0.16 0.13 0.16
H -2.310530 0.440938 -0.255517 0.08 -0.75 0.05
H -1.992645 0.584865 -1.958141 -0.20 0.63 0.06
H -3.978582 2.018274 -0.852252 0.03 0.23 -0.53
H -4.541075 0.994245 -2.275111 0.01 0.32 0.00
H -4.756789 0.521110 -0.579784 -0.05 -0.22 -0.18
C 2.486651 -6.485592 -4.592278 0.29 0.27 -0.90
C 1.645996 -6.822844 -3.386902 -0.05 -0.47 0.59
O 1.629246 -5.700764 -2.498769 -0.20 -0.13 0.51
P 0.223271 -5.069835 -2.017012 0.32 1.66 0.29
O 0.399136 -4.105307 -0.922099 0.20 -0.93 -0.81
O -0.395012 -4.515096 -3.383253 0.21 -1.24 0.44
C 0.261439 -3.468304 -4.128221 -1.47 0.59 0.15
C -0.580722 -2.203518 -3.936505 1.24 0.53 0.01
O -0.740709 -6.288423 -1.668781 0.00 0.33 -0.09
C -0.747736 -6.727600 -0.259951 0.32 -0.45 -1.65
C -1.052686 -8.211514 -0.378990 0.25 -0.35 1.45
H 3.557976 -6.629531 -4.439468 -0.07 0.04 0.43
H 2.278042 -7.060222 -5.498555 -0.38 -0.17 0.22
H 2.363033 -5.436383 -4.863327 -0.15 -0.01 0.05
H 0.612308 -7.139656 -3.546578 0.10 0.16 -0.69
H 2.092447 -7.668241 -2.849937 0.08 0.15 0.07
H 1.312671 -3.344351 -3.867256 -0.10 0.03 0.32
H 0.202106 -3.733418 -5.187734 0.07 -0.36 0.12
H -0.162161 -1.515658 -4.681829 -0.46 0.29 0.08
H -1.653448 -2.338029 -4.067602 0.11 -0.31 -0.34
H -0.448147 -1.729060 -2.959372 0.22 -0.23 0.02
H 0.231888 -6.465102 0.131166 -0.10 -0.21 0.48
H -1.531857 -6.207545 0.282827 0.02 0.22 -0.12
H -0.213519 -8.890098 -0.545069 0.30 0.51 -0.58
H -1.375388 -8.564222 0.608903 -0.54 0.07 -0.18
H -1.811518 -8.371301 -1.139295 -0.14 -0.07 0.13
C 4.069078 4.981880 -0.341258 -1.21 0.50 0.21
C 4.238214 3.540712 0.087005 0.78 0.41 0.38
O 4.470832 2.770610 -1.094161 0.13 -0.87 -0.05
P 4.893753 1.222925 -0.937162 -0.95 -0.41 0.16
O 4.092896 0.371927 -0.045328 0.61 0.79 -0.26
O 4.937265 0.757425 -2.462636 0.37 0.30 0.89
C 3.865466 1.178176 -3.320775 0.21 1.21 -1.18
C 4.420048 2.311390 -4.203257 0.47 -0.35 -0.32
O 6.427955 1.324752 -0.475038 -0.02 -0.02 -0.55
C 6.802586 0.652314 0.721424 0.75 -1.02 0.69
C 8.332290 0.541270 0.848217 -0.03 0.98 -0.28
H 4.874018 5.527400 -0.830563 0.37 -0.70 -0.19
H 3.187946 4.977848 -0.990711 0.18 0.23 -0.25
H 3.777330 5.634234 0.487719 0.24 -0.46 0.08
H 5.088300 3.424517 0.768232 0.12 -0.01 -0.07
H 3.363266 3.177971 0.628634 -0.20 -0.06 -0.26
H 3.657237 0.369990 -4.019216 -0.30 -0.35 0.53
H 2.982076 1.494286 -2.769937 -0.06 -0.36 0.11
H 5.171458 1.851916 -4.853957 0.15 0.11 0.07
H 3.710795 2.772678 -4.893621 -0.36 -0.11 0.34
H 4.925656 3.089117 -3.633671 -0.21 0.01 0.17
H 6.356454 1.155117 1.578077 -0.03 0.01 -0.01
H 6.477294 -0.387334 0.729912 -0.71 0.23 -0.22
H 8.741328 1.170959 1.640329 -0.10 0.00 0.06
H 8.655719 -0.480029 1.032464 -0.04 -0.04 -0.09
H 8.771077 0.913559 -0.079816 0.10 -0.25 -0.02
C -0.751624 5.596830 1.027129 0.67 -0.89 0.52
C -1.995770 5.533520 0.128044 1.31 -0.85 -0.23
C -3.247094 6.152634 0.725956 0.41 1.51 0.73
F -4.255299 6.200448 -0.169116 0.15 -0.20 0.40
F -3.635043 5.526123 1.879213 -0.04 -0.62 -0.75
F -1.651994 6.082210 -1.067610 -0.73 0.53 0.26
F -2.206385 4.214590 -0.125436 -0.17 0.08 0.37
O -0.182435 6.880663 1.298534 0.13 1.03 -0.40
C 1.074044 7.069320 0.743989 -1.14 -0.92 0.52
C 1.627203 8.482284 0.944858 -0.40 0.90 0.18
F 1.718298 8.762492 2.270324 0.06 -0.33 -0.08
F 2.862239 8.547626 0.407111 0.03 -0.22 0.02
F 1.941725 6.220802 1.343123 -0.09 -0.03 -0.13
F 1.012617 6.766505 -0.567096 0.60 0.26 -0.05
H 0.009366 4.978820 0.552413 -0.23 -0.20 -0.21
H -0.937914 5.107692 1.982854 -0.30 0.13 0.03
H -2.971581 7.151483 1.104891 -0.30 0.10 -0.74
H 1.022313 9.277894 0.504516 -0.18 -0.31 -0.21
C -1.652265 2.706525 -3.949154 -0.06 1.09 -1.08
Br -3.280919 3.630077 -3.279574 1.30 -0.30 -0.30
Br -0.514093 3.983230 -5.044343 -0.76 -0.66 0.77
Br -2.215754 1.268550 -5.085178 0.13 -0.10 0.17
H -0.948794 2.349593 -3.197897 -0.38 0.11 0.39
```
Positions in Å, forces in eV/Å.

2.
ORCA calculation (the ωB97M-V functional and the def2-TZVPD basis) on a single C6H12NP molecule at a distorted geometry.

Values from the calculation:
Relative energy (zero: lowest compared OMol25 entry of this formula, charge and spin) in kJ/mol: 226.4
Highest occupied orbital energy (spin up / spin down) in eV: -7.58 / -7.58
HOMO-LUMO gap (spin up / spin down) in eV: 8.42 / 8.42

Structure (XYZ):
```
20
Properties=species:S:1:pos:R:3:forces:R:3
C 1.172829 0.054897 1.303535 0.56 0.59 1.14
C 1.904947 -0.608846 0.211532 -2.97 -1.29 0.55
C 0.779958 -1.684436 -0.216064 1.31 -2.09 -0.56
C -0.220721 -1.065426 -1.124686 -1.36 1.69 -0.04
C -0.758703 0.764573 0.166740 0.70 -1.90 -3.95
C -2.161284 0.770302 0.581657 -0.66 0.98 -0.36
N 0.036828 0.613000 1.224087 0.44 0.39 0.97
P -0.340992 1.758550 -1.388416 -0.18 0.12 1.39
H 1.442315 0.058329 2.346626 1.11 -0.43 0.22
H 1.921296 0.066799 -0.570350 0.57 1.11 -1.81
H 2.846253 -1.057126 0.353125 1.00 -0.34 0.76
H 1.336042 -2.641177 -0.666903 -1.11 2.03 0.73
H 0.266904 -2.078663 0.716996 0.56 0.46 -1.08
H 0.015165 -0.667295 -2.206183 -0.01 -0.94 2.34
H -1.216702 -1.541482 -1.091045 0.56 0.21 -0.18
H -2.300551 1.724844 1.051404 -0.24 0.90 0.28
H -2.395636 0.102207 1.350227 -0.06 -1.46 1.08
H -2.904674 0.694044 -0.172556 -0.43 -0.13 -1.01
H 1.028544 1.670020 -1.076198 0.14 0.25 -0.38
H -0.451817 3.066886 -0.793529 0.07 -0.16 -0.10
```
Positions in Å, forces in eV/Å.

3.
ORCA calculation (the ωB97M-V functional and the def2-TZVPD basis) on a 2-piece molecular cluster, C11H17NO2 overall at a distorted geometry.

Values from the calculation:
Relative energy (zero: lowest compared OMol25 entry of this formula, charge and spin) in kJ/mol: 50.1
Highest occupied orbital energy in eV: -8.49
HOMO-LUMO gap in eV: 9.21

Structure (XYZ):
```
31
Properties=species:S:1:pos:R:3:forces:R:3
C -2.322761 1.827180 -1.105761 -1.48 -0.04 -1.56
C -3.032347 3.071692 -0.596825 -0.42 0.21 0.04
C -3.168714 1.306412 -2.284384 0.61 -0.32 0.11
O -4.115796 0.571728 -2.114472 -0.28 -0.10 0.01
N -2.715371 1.612851 -3.534071 -0.04 -0.08 -0.58
H -1.354492 2.027445 -1.556150 0.42 -0.06 0.76
H -2.409215 0.966664 -0.450670 0.70 0.19 0.50
H -3.149563 3.785074 -1.412348 0.27 0.23 0.02
H -3.081535 1.099949 -4.324711 -0.22 0.25 0.26
H -2.058186 2.342452 -3.739519 0.15 -0.07 0.26
H -2.569202 3.561826 0.250397 0.32 0.04 0.07
H -4.057773 2.847917 -0.305792 0.00 -0.29 0.11
C 0.313528 -1.709075 -0.606674 0.70 0.75 -0.28
C -1.001192 -2.197105 -0.044353 0.41 -1.53 -1.01
C 1.362843 -1.336558 0.431174 -0.79 -0.22 -0.16
C 2.704318 -1.615977 0.249960 0.45 -0.22 0.47
C 0.972805 -0.583738 1.539821 0.56 -0.12 0.77
C 3.643192 -1.218211 1.202578 -0.37 -0.12 -0.02
C 1.904910 -0.126614 2.467480 0.35 -0.09 -0.97
C 3.236844 -0.498458 2.307774 0.02 0.50 0.25
O 4.128053 -0.111594 3.286457 0.03 0.24 -0.16
H 0.673607 -2.431381 -1.335443 0.35 -0.30 0.19
H 0.256412 -0.797679 -1.209905 -0.67 0.09 -0.05
H -1.668946 -2.523068 -0.846219 -0.48 1.16 -0.14
H 3.034067 -2.237097 -0.575473 -0.08 0.16 -0.11
H -0.057997 -0.399920 1.805839 -0.18 0.21 -0.53
H 4.685364 -1.476057 1.129896 0.24 -0.18 -0.22
H 1.652248 0.647498 3.168449 -0.16 -0.25 0.63
H 4.991740 0.060838 2.891208 -0.13 -0.17 0.06
H -1.423866 -1.543597 0.701973 -0.43 -0.17 0.06
H -0.815804 -3.225612 0.281550 0.18 0.29 1.18
```
Positions in Å, forces in eV/Å.

no.,calculated total energy (eV),M (u)
1,-343201.7156,1274.44
2,-17191.3169,129.14
3,-17267.7731,195.26